# 1
Computed, not measured: a cluster of 2 separate species, C6H12O in total, with ωB97M-V/def2-TZVPD.

The geometry in ORCA input format:
```
! wB97M-V def2-TZVPD RIJCOSX def2/J DEFGRID3
* xyz -1 2
O 0.26328 1.36591 -3.58390
C -0.79970 -0.49247 0.77269
C 0.57853 -0.18935 0.68050
C -1.78060 0.26251 1.40928
C 1.64377 -0.92690 0.17884
C -3.22654 0.07071 1.17092
C 3.00721 -0.36530 -0.10958
H 2.98846 0.72344 -0.03731
H -3.77380 1.00987 1.34080
H -3.70360 -0.70332 1.80604
H 0.97086 1.88543 -3.16547
H 0.78676 0.82934 1.04002
H -1.13381 -1.44033 0.32865
H -1.38845 1.02716 2.07810
H 3.37449 -0.71554 -1.07994
H 0.65372 0.49645 -3.60093
H 1.34220 -1.95219 -0.03649
H 3.71000 -0.70176 0.66833
H -3.51277 -0.18366 0.13947
*
```

Calculated values
- Highest occupied orbital energy (spin up / spin down): 0.4 / -2.2 eV
- Lowest unoccupied orbital energy (spin up / spin down): 3.7 / 3.7 eV
- Kohn-Sham gap (spin up / spin down): 0.1216 / 0.2157 Eh
- Relative energy (zero: lowest compared OMol25 entry of this formula, charge and spin): 103.3 kJ/mol



# 2
Computed, not measured: a cluster of 2 separate species, C6H12O in total, with ωB97M-V/def2-TZVPD.

The geometry in ORCA input format:
```
! wB97M-V def2-TZVPD RIJCOSX def2/J DEFGRID3
* xyz 0 1
O 0.73519 -2.49921 -0.90487
C 1.07612 0.41753 1.48743
C -1.68638 0.56673 -2.50940
C -1.29763 0.27697 -1.09295
C 1.36403 0.08466 2.92784
C -0.13022 0.73260 1.04335
C -0.47439 1.01812 -0.37185
H 1.95323 0.51003 0.85834
H 0.55240 -0.48422 3.34416
H 1.33988 -3.17535 -1.23421
H -0.08723 1.96105 -0.75211
H -0.89529 0.44435 -3.25075
H 2.35558 -0.35766 3.03335
H 1.57409 0.98711 3.51748
H -2.10403 1.55463 -2.64998
H 0.64749 -1.82319 -1.58401
H -1.53292 -0.72601 -0.76831
H -2.44085 -0.13581 -2.85788
H -0.94909 0.64767 1.76436
*
```

Calculated values
- SMILES: C/C=C/C=C/C.O
- Highest occupied orbital energy: -8.8 eV
- Lowest unoccupied orbital energy: 0.9 eV
- Kohn-Sham gap: 0.3549 Eh
- Relative energy (zero: lowest compared OMol25 entry of this formula, charge and spin): 176.1 kJ/mol



# 3
Computed, not measured: the molecule C6H12O, with ωB97M-V/def2-TZVPD.

The geometry in ORCA input format:
```
! wB97M-V def2-TZVPD RIJCOSX def2/J DEFGRID3
* xyz 0 1
O -0.37875 -0.33993 0.83525
C -0.04027 -2.52550 1.30668
C 0.96735 1.23021 -1.85383
C -0.79688 -1.58064 0.40158
C -0.76778 0.83570 0.23062
C -0.03909 1.64834 -0.83197
C 0.36988 1.73891 0.58439
H -0.51909 -1.69893 -0.65322
H 0.46800 1.07113 -2.81063
H -0.28529 -2.30484 2.35296
H 1.73123 2.01290 -1.94529
H 1.03887 -2.37113 1.18014
H 1.47720 0.31415 -1.53749
H -1.88481 -1.66578 0.53485
H -0.31208 -3.55010 1.06529
H -1.85251 1.03456 0.25441
H 1.24955 1.10087 0.73665
H 0.26484 2.57147 1.24818
H -0.69037 2.47860 -1.09857
*
```

Calculated values
- SMILES: CCO[C@H]1C[C@H]1C
- Highest occupied orbital energy: -9.1 eV
- Lowest unoccupied orbital energy: 1.2 eV
- Kohn-Sham gap: 0.3776 Eh
- Relative energy (zero: lowest compared OMol25 entry of this formula, charge and spin): 231.7 kJ/mol



# 4
Computed, not measured: a structure of composition C6H12O, with ωB97M-V/def2-TZVPD.

The geometry in ORCA input format:
```
! wB97M-V def2-TZVPD RIJCOSX def2/J DEFGRID3
* xyz 0 1
O 1.97223 -2.05791 -0.99111
C -1.87264 2.12810 0.53700
C -0.86571 0.00897 -0.38584
C 0.33304 -0.84409 -0.61691
C 0.62581 -2.14436 -0.68335
C -0.60525 1.28213 0.42718
C 1.78778 -0.60860 -0.95851
H -2.24349 2.39900 -0.45958
H -1.70001 3.05336 1.09651
H 2.09000 -2.17844 1.61555
H 0.19152 1.86783 -0.05348
H -2.67126 1.57314 1.04459
H -0.23648 1.01880 1.42759
H -1.30055 0.30511 -1.35196
H 2.42552 -0.16868 -0.18436
H -1.63167 -0.59241 0.12182
H 2.00717 -0.17256 -1.93797
H 0.14697 -3.11013 -0.55537
H 1.54703 -1.75925 1.90820
*
```

Calculated values
- Highest occupied orbital energy: -8.5 eV
- Lowest unoccupied orbital energy: 1.1 eV
- Kohn-Sham gap: 0.3528 Eh
- Relative energy (zero: lowest compared OMol25 entry of this formula, charge and spin): 293.6 kJ/mol



# 5
Computed, not measured: a structure of composition C6H12O, with ωB97M-V/def2-TZVPD.

The geometry in ORCA input format:
```
! wB97M-V def2-TZVPD RIJCOSX def2/J DEFGRID3
* xyz 0 1
O 0.66178 -0.37303 1.51845
C 2.02228 -0.88084 -0.43878
C 0.03751 1.60436 -0.44765
C -0.53127 -0.98920 -0.38526
C 0.67983 -0.56850 0.14876
C -1.18996 1.71642 0.14920
C -1.77059 -0.56445 0.26908
H -1.20402 -1.86537 0.20555
H 1.50970 -0.00106 1.78921
H -0.57335 -1.19467 -1.45110
H 2.49782 -1.73347 0.06618
H -2.71130 -0.68982 -0.25812
H 0.95082 1.86890 0.07905
H -1.79104 -0.49793 1.34881
H 1.94104 -1.11143 -1.50445
H -2.09231 1.88251 -0.43001
H -1.25471 1.95884 1.20683
H 2.69757 -0.01927 -0.33835
H 0.11973 1.58484 -1.53353
*
```

Calculated values
- Highest occupied orbital energy: -7.0 eV
- Lowest unoccupied orbital energy: 0.9 eV
- Kohn-Sham gap: 0.2896 Eh
- Relative energy (zero: lowest compared OMol25 entry of this formula, charge and spin): 494.0 kJ/mol



# 6
Computed, not measured: a structure of composition C6H12O, with ωB97M-V/def2-TZVPD.

The geometry in ORCA input format:
```
! wB97M-V def2-TZVPD RIJCOSX def2/J DEFGRID3
* xyz 0 1
O 0.88657 -0.68371 1.67171
C -0.64704 1.12398 -1.21666
C 0.94297 -0.28511 0.30632
C 0.11376 0.95849 0.07049
C 2.40525 -0.07318 -0.05262
C -2.05147 -1.03763 0.14891
C -1.38704 1.05175 0.08015
H -3.09242 -1.26217 0.40723
H -2.21342 0.22228 0.41156
H 0.56894 1.85096 0.50843
H -0.66596 2.08324 -1.73126
H 2.98112 -0.97530 0.17506
H 0.54236 -1.09495 -0.32276
H 2.82306 0.75461 0.53027
H -1.35636 -1.49865 0.85118
H 2.51274 0.15437 -1.11852
H -1.84727 -1.29060 -0.88993
H -0.62303 0.27055 -1.89203
H 0.10726 -0.26893 2.06248
*
```

Calculated values
- Highest occupied orbital energy: -8.3 eV
- Lowest unoccupied orbital energy: 0.7 eV
- Kohn-Sham gap: 0.3308 Eh
- Relative energy (zero: lowest compared OMol25 entry of this formula, charge and spin): 520.4 kJ/mol



# 7
Computed, not measured: a cluster of 2 separate species, C6H12O in total, with ωB97M-V/def2-TZVPD.

The geometry in ORCA input format:
```
! wB97M-V def2-TZVPD RIJCOSX def2/J DEFGRID3
* xyz 0 1
O 2.11368 -0.68009 -5.69390
C 0.55411 0.21538 0.49723
C 1.08924 -0.76723 1.28853
C -0.89246 2.07512 0.55550
C -1.96739 -0.33344 0.41556
C -0.89719 0.72055 0.69392
C 0.29408 -0.87447 2.61511
H -2.00925 -0.59236 -0.68046
H 2.16837 -1.04374 1.11004
H -0.16801 2.56522 -0.01395
H -0.23769 -1.93718 2.64681
H -3.02097 -0.13627 0.86486
H 2.94202 -0.75369 -6.27898
H 1.73287 0.02935 -6.22514
H -0.44204 -0.07422 2.72583
H -1.55250 2.81334 1.36765
H 0.96197 -0.87170 3.54389
H 0.92578 0.91374 -0.28192
H -1.59463 -1.26829 0.84941
*
```

Calculated values
- SMILES: C=C(C)/C=C\C.O
- Highest occupied orbital energy: -7.9 eV
- Lowest unoccupied orbital energy: 0.7 eV
- Kohn-Sham gap: 0.3194 Eh
- Relative energy (zero: lowest compared OMol25 entry of this formula, charge and spin): 455.5 kJ/mol



# 8
Computed, not measured: a cluster of 2 separate species, C6H12O in total, with ωB97M-V/def2-TZVPD.

The geometry in ORCA input format:
```
! wB97M-V def2-TZVPD RIJCOSX def2/J DEFGRID3
* xyz 0 1
O 0.44237 4.75746 1.05006
C 1.38087 -1.93098 0.12610
C -1.14558 0.71492 -0.47474
C -2.58706 0.67695 -0.13571
C -0.20961 -0.12585 0.09157
C 2.15692 -3.02323 -0.33012
C 0.87680 -0.90788 -0.56266
H -3.23690 0.08235 -1.03221
H -0.84716 1.44356 -1.21341
H -0.02264 4.19060 1.69066
H -0.29811 -0.42368 1.11198
H 3.09120 -3.34382 0.14330
H -0.34254 5.22666 0.79093
H 2.43431 -2.90352 -1.51267
H 1.42575 -0.44273 -1.40138
H -3.20639 1.65850 -0.19232
H -2.83747 0.23632 0.89931
H 1.35119 -1.93323 1.14965
H 1.57404 -3.95240 -0.19834
*
```

Calculated values
- SMILES: C/C=C/C=C/C.O
- Highest occupied orbital energy: -7.7 eV
- Lowest unoccupied orbital energy: 0.7 eV
- Kohn-Sham gap: 0.3108 Eh
- Relative energy (zero: lowest compared OMol25 entry of this formula, charge and spin): 378.1 kJ/mol



# 9
Computed, not measured: a structure of composition C6H12O, with ωB97M-V/def2-TZVPD.

The geometry in ORCA input format:
```
! wB97M-V def2-TZVPD RIJCOSX def2/J DEFGRID3
* xyz 0 1
O 0.17468 2.28140 -0.44463
C -0.33175 0.13594 0.22082
C -0.64310 1.63477 0.48462
C 1.83951 -0.78791 -0.85054
C -1.20619 -0.32181 -0.95798
C 1.09836 0.28865 -0.18604
C -0.47763 -0.81672 1.41117
H -0.93395 -1.32427 -1.30857
H -0.39982 1.89993 1.53112
H 1.25797 -1.61062 -1.28451
H -1.10963 0.38711 -1.78622
H -2.25579 -0.34509 -0.64243
H 2.43181 -1.18658 -0.00779
H 2.58189 -0.41599 -1.56441
H -1.50773 -0.75883 1.78035
H -0.27823 -1.85873 1.13456
H 0.18750 -0.53582 2.23547
H 1.17029 1.56130 -0.18932
H -1.70728 1.85401 0.32292
*
```

Calculated values
- Highest occupied orbital energy: -8.5 eV
- Lowest unoccupied orbital energy: -0.5 eV
- Kohn-Sham gap: 0.2943 Eh
- Relative energy (zero: lowest compared OMol25 entry of this formula, charge and spin): 432.1 kJ/mol



# 10
Computed, not measured: a structure of composition C6H12O, with ωB97M-V/def2-TZVPD.

The geometry in ORCA input format:
```
! wB97M-V def2-TZVPD RIJCOSX def2/J DEFGRID3
* xyz 0 1
O -0.11896 -1.47163 0.50452
C 0.25187 0.60232 -0.44479
C -2.02113 -0.02514 0.82347
C 0.52971 1.77085 0.50660
C 1.49813 -0.30661 -0.66279
C 1.00141 -1.65993 -0.20144
C -0.75252 -0.38425 0.12687
H -0.15636 -1.78137 -1.63832
H -2.61101 -0.91529 1.05625
H 1.82989 -0.31898 -1.70461
H 0.85412 1.40947 1.48953
H 2.34732 0.04872 -0.05882
H -0.11251 1.00679 -1.39424
H -0.82817 -1.32020 -1.60284
H -1.84855 0.52603 1.75976
H -0.35675 2.39828 0.65050
H 1.62399 -2.46153 0.17636
H 1.32728 2.40297 0.10085
H -2.62239 0.61975 0.17487
*
```

Calculated values
- Highest occupied orbital energy (spin up / spin down): -6.9 / -6.9 eV
- Lowest unoccupied orbital energy (spin up / spin down): 1.0 / 1.0 eV
- Kohn-Sham gap (spin up / spin down): 0.2917 / 0.2904 Eh
- Relative energy (zero: lowest compared OMol25 entry of this formula, charge and spin): 404.4 kJ/mol



Electronic energy per entry: -8461.76696; -8462.52867; -8461.95211; -8461.31093; -8459.23360; -8458.96011; -8459.63270; -8460.43551; -8459.87552; -8460.16216 eV
F_max per entry: 0.02350; 0.02648; 0.01582; 0.00689; 0.00613; 0.00589; 0.11265; 0.10765; 0.00804; 0.00465 Eh/bohr